This record from the OMol25 dataset describes a structure of composition C28H36As2FeSi at a distorted geometry. The level of theory is the ωB97M-V functional and the def2-TZVPD basis.

The frontier orbital gap (spin up / spin down) comes out at 5.5 / 6.6 eV. For the HOMO energy (spin up / spin down), the calculation gives -10.027 / -11.310 eV. As for the net charge: +1. Its multiplicity is 6. The expectation value of S² is 8.964. The energy above the lowest of the compared OMol25 structures with the same formula, charge and spin comes out at 0.0 kJ/mol. For the calculated total energy, the calculation gives -193550.658 eV.

Last column: Löwdin charge in e.
CARTESIAN COORDINATES (ANGSTROEM)
As1 -0.398166 2.085775 1.951101  1.17
As2 -2.567975 0.565674 0.144630  1.13
Fe1 -0.533566 -0.485865 0.619686  0.25
Si1 1.421352 -0.277760 -0.722145  0.72
C1 -3.004137 2.121159 -0.940037  -0.25
C2 -0.128071 -2.670028 0.748619  -0.14
C3 -3.220060 1.098539 1.974026  -0.40
C4 1.100183 0.173064 -4.802776  -0.07
C5 4.192370 -3.398688 -1.085530  -0.07
C6 0.910572 -0.563894 -2.498959  -0.35
C7 3.305666 -2.362774 -1.411581  -0.09
C8 5.089212 1.272339 -2.193970  -0.04
C9 1.157322 2.879730 0.836200  -0.32
C10 0.186450 -1.693032 -2.918002  -0.11
C11 1.332331 0.389953 -3.440286  -0.11
C12 -1.907758 -1.778402 1.933253  -0.16
C13 -4.521180 0.887761 2.430436  -0.10
C14 2.853363 -1.481254 -0.415175  -0.33
C15 0.390225 -1.991542 1.908925  -0.15
C16 3.450433 -1.540210 0.859371  -0.14
C17 4.652951 -3.548627 0.226009  -0.08
C18 -2.255200 1.615294 2.839918  -0.44
C19 -1.549524 -2.543224 0.771679  -0.15
C20 4.292557 -2.606480 1.198177  -0.08
C21 -0.065186 -1.888173 -4.282129  -0.08
C22 -2.537955 1.998064 4.139129  -0.10
C23 -4.128747 -0.503997 -0.409725  -0.26
C24 -3.852790 1.768610 4.606977  -0.06
C25 0.397304 -0.960260 -5.226499  -0.07
C26 -0.702590 -1.436713 2.634384  -0.15
C27 -4.825840 1.220571 3.762342  -0.07
C28 -1.228740 3.870057 1.643035  -0.31
H1 -5.268818 0.476221 1.753558  0.10
H2 -3.857486 -0.979765 -1.362629  0.04
H3 2.144411 1.008748 -0.735521  -0.02
H4 5.300247 -4.387138 0.492029  0.11
H5 -0.619272 -2.771845 -4.609982  0.11
H6 3.216793 -0.775439 1.605783  0.10
H7 5.745340 0.399664 -2.298425  0.03
H8 -4.101539 2.040935 5.632355  0.11
H9 -4.980475 0.180238 -0.540570  0.04
H10 -2.808213 1.830209 -1.981639  0.04
H11 -0.924494 4.286010 0.677099  0.02
H12 0.470232 -3.239520 0.034214  0.12
H13 -2.361924 2.952388 -0.632664  0.01
H14 1.468002 0.902877 -5.533523  0.11
H15 -1.765300 2.455545 4.760935  0.11
H16 2.936870 -2.267030 -2.436319  0.10
H17 -4.324872 -1.257533 0.360915  0.03
H18 2.069305 2.352267 1.130963  0.00
H19 5.501400 2.109647 -2.774873  0.02
H20 4.658919 -2.701556 2.224160  0.11
H21 -2.319559 3.844330 1.727770  0.03
H22 -0.629456 -0.895695 3.574909  0.12
H23 1.205539 3.945085 1.071284  0.02
H24 -4.068727 2.348507 -0.798218  0.05
H25 -2.255311 -2.979696 0.074637  0.12
H26 -2.911320 -1.600430 2.295531  0.11
H27 4.509891 -4.097989 -1.864138  0.11
H28 -5.848365 1.046970 4.122384  0.12
H29 1.848683 1.293097 -3.109459  0.09
H30 5.028373 1.560360 -1.138037  0.02
H31 -0.820805 4.500149 2.447768  0.04
H32 0.910884 2.700141 -0.208966  -0.01
H33 0.204704 -1.116786 -6.292095  0.11
H34 1.426547 -1.976841 2.219847  0.10
H35 -0.176102 -2.428424 -2.195905  0.09
H36 4.091092 1.026635 -2.574263  -0.01

Atomic forces in eV per Å
As -0.456 1.143 -0.014
As -2.849 0.936 0.463
Fe 0.739 -0.966 0.259
Si 1.549 -0.657 -0.871
C 0.417 -0.057 -0.073
C -0.777 0.127 -0.380
C 0.679 -0.176 -0.343
C -0.033 0.098 -0.022
C 0.061 0.168 0.006
C -0.500 0.289 0.138
C -0.146 -0.329 0.407
C 0.109 0.093 -0.087
C 0.978 -0.085 0.160
C 0.104 0.267 -0.644
C -0.241 -0.442 -0.344
C 1.105 -0.593 -0.023
C 0.360 0.249 0.237
C 0.059 0.044 0.278
C -0.327 0.624 0.584
C -0.007 -0.681 -0.182
C -0.191 0.185 -0.043
C -0.291 -0.230 -0.087
C 0.453 -0.170 0.726
C 0.045 0.272 -0.138
C 0.036 0.067 0.087
C -0.724 -0.388 -0.077
C 0.569 -0.045 -0.087
C 0.332 0.112 -0.260
C 0.064 0.013 0.276
C -0.098 -0.785 -0.227
C -0.085 -0.052 -0.139
C -0.234 0.136 0.227
H 0.009 0.103 0.339
H -0.315 0.062 0.280
H -0.409 0.267 0.205
H -0.207 0.284 -0.108
H 0.187 0.314 0.081
H -0.009 -0.281 -0.111
H -0.200 0.230 0.039
H -0.028 -0.106 -0.256
H 0.296 -0.380 0.041
H -0.067 0.297 0.250
H -0.034 -0.097 0.235
H -0.228 0.302 0.254
H -0.286 -0.064 -0.289
H -0.212 -0.334 0.274
H -0.331 -0.181 -0.020
H 0.058 -0.118 0.353
H -0.097 0.122 -0.331
H -0.143 0.180 -0.250
H -0.129 -0.283 0.196
H 0.004 0.062 -0.396
H 0.294 0.019 0.015
H -0.084 -0.098 -0.333
H 0.017 -0.235 0.017
H 0.406 0.027 -0.004
H 0.200 0.142 0.004
H 0.116 0.223 -0.176
H -0.078 0.244 0.298
H 0.543 0.138 -0.065
H -0.084 -0.273 -0.136
H -0.013 -0.093 -0.244
H -0.168 -0.009 -0.268
H 0.023 0.101 0.067
H 0.084 0.035 0.424
H -0.204 0.030 -0.136
H 0.141 0.185 -0.172
H 0.247 0.020 0.116



This record from the OMol25 dataset describes a cluster of 2 separate species, C18H25N2O5 in total at a distorted geometry. The level of theory is the ωB97M-V functional and the def2-TZVPD basis.

The frontier orbital gap comes out at 6.3 eV. For the HOMO energy, the calculation gives -4.016 eV. As for the net charge: -1. Its multiplicity is 1. For the calculated total energy, the calculation gives -32275.358 eV.

Last column: Löwdin charge in e.
CARTESIAN COORDINATES (ANGSTROEM)
O1 -4.145910 -1.494594 -4.254050  -0.12
O2 -5.360333 0.122044 -3.499317  -0.09
O3 0.250022 -2.183051 1.394337  -0.25
O4 -3.476544 0.969137 0.001289  0.02
O5 -4.595054 0.199672 -5.514975  -0.10
N1 1.239646 0.769579 1.093721  -0.02
N2 -4.701160 -0.389974 -4.422432  -0.66
C1 -1.721139 -0.707145 -2.403648  0.00
C2 -0.319974 -3.391427 0.764360  -0.11
C3 -0.585489 0.221960 2.907708  -0.13
C4 2.189899 0.301975 2.148317  -0.20
C5 -2.165405 -0.168744 3.024844  -0.09
C6 -1.692051 0.766805 -1.833443  -0.09
C7 -1.116829 1.552940 0.738075  -0.05
C8 -1.131418 -0.996442 -3.881541  -0.03
C9 -0.177542 0.364708 1.330469  -0.39
C10 3.693986 0.705613 1.608367  -0.37
C11 4.620283 -0.600117 1.350776  -0.12
C12 -0.544758 0.264364 -4.645389  -0.07
C13 4.368842 1.729339 2.660060  -0.12
C14 -2.233352 1.072609 -0.321260  -0.28
C15 -0.429707 -1.081260 0.666379  -0.17
C16 -1.127898 2.012404 -2.618518  -0.03
C17 -3.424815 -0.561560 2.981378  0.06
C18 -0.546307 1.740295 -4.065232  -0.07
H1 -0.104480 2.653521 -4.617276  0.08
H2 -4.342043 -1.267402 3.045549  0.06
H3 5.622139 -0.249417 0.874533  0.08
H4 -0.082412 0.064140 -5.694059  0.08
H5 5.518121 1.707365 2.608994  0.07
H6 4.062263 1.491480 3.748920  0.08
H7 -0.575660 -3.171528 -0.353324  0.09
H8 3.627069 1.250727 0.578792  0.13
H9 -1.121474 -2.069166 -4.291552  0.09
H10 2.224121 -0.832659 2.313585  0.12
H11 -0.386256 1.238330 3.404473  0.12
H12 4.136028 -1.359537 0.612891  0.09
H13 4.034358 2.794585 2.375956  0.08
H14 -0.038269 -0.655001 3.438770  0.12
H15 2.085681 0.857889 3.165756  0.11
H16 -1.697039 2.115384 1.581896  0.13
H17 0.439366 -4.268067 0.766925  0.10
H18 1.356973 1.809341 1.084358  0.12
H19 0.087779 -1.058239 -0.377339  0.14
H20 4.903450 -1.101668 2.350682  0.08
H21 -1.133870 3.056345 -2.108223  0.09
H22 -2.148981 -1.550079 -1.751235  0.10
H23 -0.508611 2.392683 0.199597  0.12
H24 -1.319329 -3.665903 1.285493  0.11
H25 -1.539228 -1.401359 0.612789  0.12

Atomic forces in eV per Å
O 0.218 -0.457 0.045
O -0.045 -0.009 0.116
O -1.446 -0.260 -1.499
O 6.073 0.470 -1.511
O 0.092 0.047 -0.237
N -0.139 -0.093 1.678
N -0.186 0.291 0.043
C 1.571 3.074 -2.500
C -0.138 -0.224 -0.522
C -1.677 -0.436 -0.033
C 2.335 0.458 -0.298
C -5.195 -1.921 -0.515
C 0.826 -0.405 -1.869
C -1.010 0.757 -0.489
C -0.036 4.692 2.695
C -1.074 -0.197 0.618
C 0.306 -0.193 0.060
C 0.380 0.547 -0.094
C -1.081 -0.054 2.483
C 0.152 -0.063 -0.345
C -3.491 -0.598 0.066
C 0.730 0.163 -0.793
C 0.285 -4.217 -1.763
C 6.741 0.680 0.594
C -1.461 -2.516 2.793
H -0.827 -1.963 0.740
H 2.028 2.010 -0.230
H -1.674 -0.598 0.760
H -0.982 0.572 2.085
H -1.685 0.016 0.001
H 0.474 0.397 -1.775
H 0.550 -0.434 1.892
H -0.168 -0.976 1.856
H -0.087 2.114 0.578
H -0.635 1.707 -0.363
H -0.386 -1.638 -0.479
H 0.700 1.358 1.471
H 0.463 -1.552 0.708
H -0.821 1.719 -1.008
H -0.186 -1.094 -1.564
H 1.017 -1.323 -1.353
H -1.269 1.601 0.352
H -0.558 -1.263 -0.071
H -1.290 0.091 1.635
H -0.624 0.603 -1.551
H 0.011 -2.062 -1.196
H 0.631 1.558 -1.302
H -0.722 -1.799 0.831
H 1.706 0.306 -0.742
H 1.607 1.112 0.004